[1]
Here is C12H20F3N6O5PdS2 as an isolated structure from the OMol25 dataset. Energies are from ωB97M-V with the def2-TZVPD basis set.

Output
- Gap between HOMO and LUMO: 8.84 eV
- Energy relative to the best compared isomer or geometry (same formula, charge and spin): 15.9 kcal per mole
- Charge: +1
- Molecular weight: 555.9 g mol⁻¹
- Electronic energy: -2397.6521 a.u.
- HOMO level: -11.8 eV

Each line ends with the Mulliken charge.
Geometry (Å):
Pd: 0.2971 1.4930 0.3420  0.9145
F: 0.7926 2.7442 3.5712  -0.2098
C: -0.2071 2.0528 4.1070  0.5149
F: 0.2274 1.4211 5.1914  -0.2020
F: -1.1858 2.8833 4.4433  -0.2045
S: -0.8194 0.8278 2.8805  1.1881
O: -1.9431 0.1682 3.4727  -0.6061
O: -1.2042 1.7013 1.7233  -0.6973
O: 0.3305 0.0200 2.5146  -0.6270
C: -2.3641 -2.5038 -1.7658  -0.7842
C: -1.3648 -1.3799 -1.3889  -0.5315
N: -1.4836 -1.0459 0.0201  0.3701
C: -1.1812 -2.2060 0.8472  -0.4866
C: -2.1733 -3.3543 0.5421  -0.7707
N: -3.1203 -2.8554 -0.5167  -0.0640
C: -3.8752 -1.6547 -0.0138  -0.8187
C: -2.8318 -0.5562 0.2985  -0.4532
H: -1.8756 -3.4134 -2.1114  0.2999
H: -3.0972 -2.1929 -2.5081  0.3590
H: -1.5650 -0.4836 -1.9755  0.2625
H: -0.3431 -1.6981 -1.5956  0.4628
H: -1.2336 -1.9163 1.8948  0.2709
H: -0.1559 -2.5189 0.6524  0.5913
H: -2.7776 -3.6310 1.4043  0.3656
H: -1.6946 -4.2478 0.1445  0.2831
H: -3.7869 -3.5933 -0.7320  0.2871
H: -4.4286 -1.9740 0.8676  0.3474
H: -4.5815 -1.3728 -0.7931  0.2994
H: -2.9023 -0.2586 1.3409  0.2652
H: -3.0078 0.3319 -0.3078  0.5715
O: 0.0334 4.5836 0.0802  -0.4476
S: -0.7333 3.9295 -0.9596  0.3088
N: -0.7495 2.4245 -1.0244  -0.5480
C: 5.3355 0.9580 0.3883  -0.8868
N: 4.2286 1.0556 -0.5640  0.1292
C: 4.4080 1.0417 -1.9023  0.0651
C: 3.3712 1.1252 -2.7647  -1.1289
C: 2.0612 1.2581 -2.2194  0.8542
N: 1.8908 1.2764 -0.8997  -0.1634
C: 2.9513 1.1434 -0.0305  0.2765
O: 2.7520 1.1059 1.1678  -0.5611
N: 0.9913 1.3440 -3.0140  -0.2754
H: 6.2694 0.9637 -0.1667  0.3055
H: 5.2481 0.0413 0.9671  0.3087
H: 5.3014 1.8033 1.0708  0.3151
H: 5.4310 0.9615 -2.2435  0.3552
H: 3.5318 1.1170 -3.8308  0.3915
H: 1.1260 1.4462 -4.0045  0.2464
H: 0.1079 1.6343 -2.5995  0.2576


[2]
Here is a 3-piece molecular cluster, C22H45BFN2O6 overall at a distorted geometry from the OMol25 dataset. Energies are from ωB97M-V with the def2-TZVPD basis set.

Output
- Gap between HOMO and LUMO: 7.22 eV
- Charge: -1
- Molecular weight: 463.4 g mol⁻¹
- Electronic energy: -1550.8735 a.u.
- HOMO level: -5.0 eV

Each line ends with the Mulliken charge.
Geometry (Å):
C: 1.2758 4.9423 3.3842  -0.9999
C: -0.1640 4.3119 3.7009  -0.5244
C: -0.5698 3.0957 2.6906  0.4824
C: -1.1879 1.9414 3.6067  -0.8836
C: -2.2684 0.9991 2.8881  -0.7191
B: -1.7125 0.0944 1.6337  0.7542
C: -0.1027 -0.2712 1.9130  -0.5135
C: 0.4812 -1.3044 0.8018  0.2932
C: 2.0874 -1.3793 1.0547  -0.3101
C: 2.8284 -1.7482 -0.3279  0.3657
O: 2.2899 -2.4646 -1.2008  -0.5156
O: 4.1684 -1.3013 -0.6156  -0.4175
C: 4.1169 -0.1248 -1.4940  -0.1447
C: 4.3061 1.2029 -0.6081  -0.5965
C: -2.4851 -1.3869 1.7240  -0.0823
C: -4.0625 -1.2890 1.7947  0.1692
O: -4.7012 -1.5268 0.7323  -0.5978
O: -4.8005 -0.9109 2.9780  -0.5306
C: -1.7671 0.7891 0.1542  -0.5517
C: -2.9038 1.8731 -0.0946  0.6379
C: -3.0201 2.0659 -1.7063  -1.0212
F: -4.2187 1.5036 0.3439  -0.3708
H: 1.2601 5.7446 2.5661  0.2324
H: 2.0794 4.1592 3.1910  0.2874
H: 1.6005 5.4866 4.3473  0.3292
H: -0.0875 3.8765 4.7652  0.3026
H: -0.9982 5.0994 3.7704  0.2501
H: -1.2958 3.5562 1.9488  -0.2179
H: 0.3935 2.8217 2.1559  -0.0633
H: -0.3495 1.3622 4.1426  0.1618
H: -1.7500 2.4818 4.4597  0.4932
H: -3.1812 1.6466 2.6673  0.2771
H: -2.6115 0.2483 3.6980  0.2277
H: 0.5279 0.6779 1.7887  -0.4426
H: 0.0435 -0.6615 2.9781  0.2155
H: 0.3676 -0.9138 -0.2607  0.1506
H: 0.0143 -2.3442 0.9181  -0.2890
H: 2.5198 -0.3814 1.3787  0.2746
H: 2.2798 -2.2384 1.7721  0.2822
H: 4.9664 -0.2654 -2.2556  0.2297
H: 3.1382 -0.1191 -2.0920  0.2074
H: 3.4742 1.2582 0.1767  -0.0243
H: 4.2976 2.1449 -1.2582  0.2643
H: 5.3034 1.1627 -0.0340  0.2733
H: -2.1929 -2.1042 0.8945  0.0309
H: -2.1442 -1.8272 2.7364  0.2217
H: -4.8966 0.0664 2.8667  0.3584
H: -1.9206 -0.0449 -0.6312  0.3551
H: -0.7693 1.2875 -0.1461  0.2298
H: -2.5519 2.8793 0.2968  -0.1529
H: -3.8668 1.3962 -2.1004  0.3000
H: -2.0692 1.6718 -2.2175  0.0814
H: -3.2815 3.1318 -2.0065  0.3174
C: 2.3374 2.4989 -3.9318  0.0384
O: 2.5596 1.8426 -2.9335  -0.4970
N: 1.6670 2.0547 -5.0306  0.1535
C: 1.4386 2.8954 -6.1873  -0.9344
C: 1.1648 0.6929 -5.0411  -0.8231
H: 2.6756 3.5440 -4.0247  0.2419
H: 0.3624 2.9929 -6.3515  0.3345
H: 1.8999 2.4315 -7.0632  0.3301
H: 1.8686 3.8872 -6.0403  0.2914
H: 0.4720 0.5597 -4.2068  0.2106
H: 2.0011 0.0012 -4.9143  0.2750
H: 0.6529 0.4813 -5.9802  0.3659
C: -0.2773 -5.5371 1.1750  0.0169
O: 0.1367 -4.4108 1.3556  -0.5478
N: -0.4081 -6.1383 -0.0400  0.1560
C: -0.9102 -7.4882 -0.1829  -0.9525
C: -0.0305 -5.3976 -1.2308  -0.8443
H: -0.5902 -6.1813 2.0133  0.2631
H: -0.1477 -8.1040 -0.6676  0.3329
H: -1.8115 -7.4709 -0.8015  0.3363
H: -1.1527 -7.9197 0.7894  0.2870
H: 1.0227 -5.1158 -1.1597  0.2938
H: -0.6314 -4.4873 -1.2923  0.2329
H: -0.1891 -6.0032 -2.1239  0.3519